Formula: C4H6S2
Source: the Open Molecules 2025 dataset
Level of theory: wB97M-V/def2-TZVPD

Positions of all 12 atoms, in Å:
C 1.4103 0.5008 0.2791
C 0.0599 0.2696 -0.2779
C -1.0795 -0.0114 0.3126
C -2.2804 0.1779 -0.5980
H 2.4589 -2.1722 1.0866
H 1.8136 1.4957 -0.0350
H 1.3341 0.3402 1.3153
H 0.1910 0.6568 -1.2611
H -1.0765 -0.3030 1.2879
H -1.8792 0.6288 -1.5288
S 2.6693 -0.8297 -0.4351
S -3.6215 -0.7535 -0.1455

Cartesian forces (eV/Å) of the 6 atoms listed first:
C 0.943 -1.595 -0.836
C 2.267 1.666 -0.602
C -1.044 1.676 -3.744
C 0.370 -3.478 2.554
H 0.352 2.640 -3.011
H -0.295 -0.922 0.471

Computed properties:
charge	0
gap between HOMO and LUMO	7.5	eV
relative energy (zero: lowest compared OMol25 entry of this formula, charge and spin)	105.4	kcal per mole
multiplicity	1
maximum force	4.33	eV/Å
HOMO level	-0.32172	hartree
LUMO energy	-1.30	eV

Formula: C37H31CdN2O2P2S3
Source: the Open Molecules 2025 dataset
Level of theory: wB97M-V/def2-TZVPD

Positions of all 78 atoms, in Å:
Cd 1.3007 -0.2205 -2.1740
S 3.4894 -2.0553 -1.2789
P 2.3981 -1.4156 0.2569
C 1.2446 -0.1035 0.0180
P -0.4487 -0.7200 0.0463
S -0.8006 -2.3210 -2.4698
C -1.3117 0.8886 0.2777
C -2.6693 0.9558 -0.0107
C -3.3684 2.1333 0.1791
C -2.7184 3.2565 0.6644
C -1.3670 3.1948 0.9553
C -0.6660 2.0213 0.7522
C -0.7885 -1.3244 1.7569
C -1.4927 -2.5220 1.8090
C -1.8735 -3.0629 3.0219
C -1.5688 -2.3969 4.1974
C -0.8677 -1.2012 4.1519
C -0.4745 -0.6675 2.9380
C 3.6756 -0.7489 1.3854
C 4.6283 -1.5956 1.9432
C 5.6970 -1.0676 2.6407
C 5.8297 0.3063 2.7767
C 4.8814 1.1519 2.2246
C 3.8088 0.6259 1.5261
C 1.7653 -2.8681 1.1588
C 1.7424 -2.9405 2.5457
C 1.1689 -4.0370 3.1622
C 0.6207 -5.0571 2.4030
C 0.6356 -4.9786 1.0200
C 1.2044 -3.8845 0.3966
H -3.1652 0.0765 -0.4024
H -4.4257 2.1789 -0.0418
H -3.2653 4.1756 0.8234
H -0.8547 4.0649 1.3400
H 0.3925 1.9610 0.9692
H -1.7209 -3.0239 0.8761
H -2.4139 -4.0003 3.0500
H -1.8728 -2.8108 5.1508
H -0.6357 -0.6788 5.0716
H 0.0778 0.2607 2.8992
H 4.5232 -2.6663 1.8176
H 6.4362 -1.7276 3.0734
H 6.6748 0.7145 3.3137
H 4.9853 2.2237 2.3335
H 3.0536 1.2651 1.0818
H 2.1560 -2.1343 3.1365
H 1.1412 -4.0944 4.2419
H 0.1704 -5.9111 2.8918
H 0.1991 -5.7701 0.4276
H 1.2150 -3.8011 -0.6846
C -0.3773 6.6187 -0.5835
C -0.4767 5.3247 -1.3360
C 0.5974 4.4436 -1.3659
C 0.5221 3.2626 -2.0814
C -0.6323 2.9556 -2.7757
C -1.7159 3.8125 -2.7465
C -1.6371 4.9917 -2.0261
S -0.6675 1.4436 -3.7418
O 0.7059 1.2580 -4.1987
O -1.6669 1.5595 -4.7750
N -0.9475 0.3009 -2.6520
C -1.6513 -0.7886 -2.9494
C -2.8778 -0.8309 -3.5322
C -3.5710 -1.9457 -4.0573
C -3.0756 -3.1286 -4.5162
C -1.6996 -3.4984 -4.6169
N -0.6759 -3.1472 -3.9380
H 0.4610 6.5945 0.1081
H -1.2886 6.8184 -0.0241
H -0.2237 7.4469 -1.2759
H 1.5021 4.6809 -0.8239
H 1.3609 2.5745 -2.1157
H -2.5984 3.5489 -3.3076
H -2.4822 5.6653 -2.0063
H -3.3719 0.1281 -3.6207
H -4.6283 -1.7652 -4.2280
H -3.7659 -3.7993 -5.0144
H -1.4620 -4.1701 -5.4420

Cartesian forces (eV/Å) of the 6 atoms listed first:
Cd 0.393 -0.256 -0.046
S -0.089 -0.047 -1.042
P -0.206 1.498 0.820
C 0.555 -1.642 -0.186
P -0.026 0.841 0.870
S -0.231 -0.090 0.268

Computed properties:
charge	-1
gap between HOMO and LUMO	6.1	eV
relative energy (zero: lowest compared OMol25 entry of this formula, charge and spin)	116.9	kcal per mole
multiplicity	1
maximum force	1.81	eV/Å
HOMO level	-0.13471	hartree
LUMO energy	2.47	eV

Formula: C3H5NO3
Source: the Open Molecules 2025 dataset
Level of theory: wB97M-V/def2-TZVPD

Positions of all 12 atoms, in Å:
C 1.4541 -0.1429 0.5172
C 0.3273 -0.4435 -0.5286
C -0.6074 0.7197 -0.5713
N -1.7156 0.4892 0.0467
O -2.6922 1.0561 0.4199
O -1.7823 -1.0675 0.2788
O -0.4910 -1.5432 -0.1623
H 1.1737 -0.4756 1.5725
H 1.5026 0.9018 0.5147
H 2.4269 -0.6594 0.1395
H 0.8407 -0.6122 -1.4813
H -0.4368 1.7775 -0.7457

Cartesian forces (eV/Å) of the 6 atoms listed first:
C 0.326 -2.879 -0.137
C 0.607 0.939 0.902
C -0.736 0.497 0.665
N 0.385 -2.410 -0.496
O -0.422 0.528 0.125
O 0.984 1.412 -0.189

Computed properties:
charge	0
gap between HOMO and LUMO	10.1	eV
SMILES	C[C@@H]1C=[N+]([O-])OO1
relative energy (zero: lowest compared OMol25 entry of this formula, charge and spin)	182.6	kcal per mole
multiplicity	1
maximum force	2.90	eV/Å
HOMO level	-0.34514	hartree
LUMO energy	0.75	eV

Formula: C14H29Cl4NO11
Source: the Open Molecules 2025 dataset
Level of theory: wB97M-V/def2-TZVPD

Positions of all 59 atoms, in Å:
Cl 1.4795 -3.0609 -2.3818
C 1.7984 -3.9474 -0.9546
C 3.1828 -3.4364 -0.4044
Cl 3.3897 -4.0416 1.3029
H 1.8488 -5.0080 -1.2011
H 1.0169 -3.8322 -0.2036
H 3.1850 -2.3464 -0.4127
H 3.9958 -3.8645 -0.9908
Cl -1.3498 -0.9158 3.4371
C -0.1548 0.2934 3.8869
C -0.8582 1.6227 3.6705
Cl 0.1338 3.0387 4.0632
H 0.7642 0.2025 3.3078
H 0.0716 0.1750 4.9466
H -1.6227 1.6620 4.4464
H -1.1972 1.6306 2.6346
C 0.6223 -0.2347 1.2363
N 0.8213 -1.5169 0.5162
O 1.9667 -1.8229 0.2589
O -0.1681 -2.1404 0.0776
H 1.1903 -0.2708 2.1659
H -0.4261 -0.2743 1.5319
H 0.9653 0.5315 0.5410
C -0.9450 4.1263 0.8615
O -1.9997 3.1845 0.6832
C -1.7398 1.8866 0.5941
O -0.6987 1.3323 0.4272
O -2.8997 1.2734 0.6568
C -3.0918 0.2547 -0.2937
H -1.3450 4.9522 1.4497
H -0.5392 4.6453 -0.0068
H -0.0620 3.7470 1.3758
H -2.2098 -0.3704 -0.4331
H -3.5864 0.5247 -1.2268
H -3.9203 -0.3323 0.1025
C -1.0675 -2.5091 -1.3282
O -1.7301 -3.0667 -2.4750
C -2.3583 -4.1573 -2.3041
O -2.5297 -4.6762 -1.2084
O -2.6907 -4.7410 -3.4840
C -3.4082 -6.0172 -3.5390
H -1.1152 -2.9051 -0.3138
H -1.2646 -1.4456 -1.1927
H -0.0555 -2.4862 -1.7324
H -3.7594 -6.2059 -4.5535
H -4.2378 -5.9762 -2.8333
H -2.7134 -6.7308 -3.0961
C 1.5378 2.2328 -0.2671
O 2.4263 3.3544 -0.0038
C 2.3020 4.4851 -0.7852
O 1.5594 4.5842 -1.7618
O 3.3861 5.2286 -0.4170
C 3.4963 6.5831 -0.8244
H 0.5704 2.6830 -0.0448
H 1.8113 1.4449 0.4346
H 1.5883 1.8111 -1.2710
H 4.5097 6.9749 -0.9112
H 3.0921 7.1069 0.0419
H 3.0326 6.7609 -1.7947

Cartesian forces (eV/Å) of the 6 atoms listed first:
Cl 2.132 -0.030 -2.573
C 1.867 -1.189 1.732
C 0.688 -2.197 -1.133
Cl -0.025 0.309 -0.647
H 0.120 0.076 -0.072
H 0.136 -0.028 -0.408

Computed properties:
charge	0
gap between HOMO and LUMO	8.4	eV
relative energy (zero: lowest compared OMol25 entry of this formula, charge and spin)	274.7	kcal per mole
multiplicity	1
maximum force	14.35	eV/Å
HOMO level	-0.32997	hartree
LUMO energy	-0.62	eV

Formula: C8H11ClN2O2
Source: the Open Molecules 2025 dataset
Level of theory: wB97M-V/def2-TZVPD

Positions of all 24 atoms, in Å:
N 2.9796 -0.2666 0.9713
C 1.6760 0.0805 0.5320
C 0.9589 0.9728 1.3510
C -0.3504 1.3754 0.7963
C -1.0511 0.6379 -0.0696
C -2.4275 1.0170 -0.5477
C -3.4711 0.2904 0.2881
O -4.6382 0.2346 -0.0066
O -3.0818 -0.3035 1.4268
C -0.4820 -0.9050 -0.4474
N -0.9267 -1.4646 -1.6124
Cl -0.6155 -1.9843 1.0558
C 1.1020 -0.6500 -0.5813
H 3.2223 0.0874 1.9513
H 3.3246 -1.2348 0.8474
H 1.3720 1.5681 2.0881
H -0.9208 2.1930 1.1265
H -2.6144 2.1638 -0.6278
H -2.5537 0.6339 -1.5651
H -2.0334 -0.3765 1.5250
H -0.2753 -1.6444 -2.3147
H -1.9304 -1.5039 -1.8180
H 1.7078 -1.5727 -0.6945
H 1.2473 0.0281 -1.4729

Cartesian forces (eV/Å) of the 6 atoms listed first:
N 0.285 0.093 1.103
C 0.475 1.315 5.286
C -0.929 -1.537 -4.641
C 0.746 -1.725 -0.076
C 0.440 -2.317 -0.588
C 0.474 0.572 -0.296

Computed properties:
charge	0
gap between HOMO and LUMO	8.4	eV
SMILES	NC1=CC=C(CC(=O)O)[C@](N)(Cl)C1
relative energy (zero: lowest compared OMol25 entry of this formula, charge and spin)	19.9	kcal per mole
multiplicity	1
maximum force	5.47	eV/Å
HOMO level	-0.29210	hartree
LUMO energy	0.47	eV

> Look up the relative energy (zero: lowest compared OMol25 entry of this formula, charge and spin) of the fourth one.

274.7 kcal per mole

> Which value of maximum force does entry 2 give?

1.81 eV/Å

> What is the gap between HOMO and LUMO in the second record?

6.1 eV

> Among the records above, which one has the highest maximum force?

C14H29Cl4NO11